# 1
This record from OMol25 describes a structure of composition C17H21N2OP2Zn in a non-equilibrium geometry. The level of theory is ωB97M-V/def2-TZVPD.

Geometry as XYZ:
```
44
Properties=species:S:1:pos:R:3:forces:R:3
Zn 2.0186 0.6484 3.2559 1.0 0.9 1.4
C -2.5886 -0.9268 -1.0835 -1.3 -1.4 -0.8
P -1.3007 -0.8021 0.1162 2.2 0.2 1.6
C -1.7174 -0.8878 1.8903 -1.5 -0.8 -0.9
C -0.1368 -2.0553 -0.4469 -1.9 -1.1 0.7
C -0.4645 -3.3915 -0.7616 -0.4 1.1 0.6
C 0.3484 -4.1244 -1.6234 -2.6 -1.8 1.5
C 1.5269 -3.6122 -2.0593 2.7 2.7 -1.4
C 1.9002 -2.2991 -1.7753 -0.5 -1.2 0.4
C 1.1052 -1.5380 -0.8456 1.5 1.8 -0.7
P 1.2474 0.2065 -0.6571 -2.4 -1.0 -0.1
C 2.6821 0.8993 0.0997 1.0 0.9 -0.3
C 1.1483 0.8726 -2.3149 1.2 1.0 -0.8
H -2.9797 -1.9745 -0.8662 0.1 1.0 -0.4
H -2.1449 -1.0038 -2.1227 -0.4 0.4 1.3
H -3.4100 -0.2012 -1.0056 0.4 -0.2 -0.1
H -1.9540 -1.9367 2.1229 0.1 0.2 0.1
H -2.6137 -0.2849 2.0715 0.3 0.1 0.1
H -0.8370 -0.5887 2.4545 0.0 0.1 -0.2
H -1.3455 -3.8374 -0.2626 0.3 0.2 -0.7
H 0.0358 -5.1281 -1.9127 0.2 0.2 0.2
H 2.1460 -4.1957 -2.7313 0.1 0.1 0.0
H 2.7678 -1.8430 -2.2262 0.3 -0.2 0.0
H 3.4651 0.1727 0.3156 -0.2 -0.2 0.1
H 2.4262 1.4191 1.0288 0.1 -0.1 0.0
H 3.1056 1.6479 -0.5934 -0.2 -0.2 0.3
H 0.1361 0.8851 -2.7102 -0.1 -0.2 0.2
H 1.8018 0.2578 -2.9565 -0.3 0.0 0.1
H 1.5671 1.8883 -2.3898 -0.3 -0.1 0.1
O 2.5939 -2.7937 1.8382 0.1 -0.1 0.0
C 1.9044 -1.8912 2.1700 -1.8 2.1 0.8
N 1.1877 -0.9471 2.5160 1.5 -3.4 -1.4
N -0.2698 0.5687 0.0536 1.6 -0.1 -0.4
C -0.5795 1.9144 0.5308 0.3 0.3 -1.1
C -0.0425 2.5552 1.6531 -0.9 -1.0 0.2
C -0.6555 3.6979 2.1399 0.7 0.0 0.2
C -1.6463 4.3524 1.3840 -0.5 0.8 0.0
C -2.1358 3.7951 0.2294 -0.8 0.6 0.3
C -1.6596 2.5586 -0.1597 -0.5 -1.4 -1.4
H 0.7369 2.0696 2.2364 -0.1 0.3 -0.1
H -0.3678 4.1314 3.0947 0.3 -0.1 -0.2
H -2.0062 5.3108 1.7430 -0.2 0.0 -0.1
H -2.9751 4.2732 -0.3240 0.8 -0.3 0.4
H -2.0206 2.1382 -1.1161 0.3 0.1 0.5
```
Positions in Å, forces in eV/Å.

For the gap between HOMO and LUMO (alpha / beta), the calculation gives 4.5 / 3.2 eV. As for the net charge: -1. For the total energy, the calculation gives -3307.04731 Ha. As for the spin multiplicity: 1. Its HOMO energy (alpha / beta) is -1.8 / -0.5 eV.

Electronic structure analysis, Mulliken charges in units of e: atom 1 (Zn): -0.84, atom 2 (C): -1.26, atom 3 (P): 1.23, atom 4 (C): -1.48, atom 5 (C): 0.18, atom 6 (C): -0.72, atom 7 (C): -0.75, atom 8 (C): -0.56, atom 9 (C): -0.94, atom 10 (C): 0.22, atom 11 (P): 1.51, atom 12 (C): -1.34, atom 13 (C): -1.38, atom 14 (H): 0.46, atom 15 (H): 0.27, atom 16 (H): 0.46, atom 17 (H): 0.46, atom 18 (H): 0.42, atom 19 (H): 0.39, atom 20 (H): 0.37, atom 21 (H): 0.32, atom 22 (H): 0.36, atom 23 (H): 0.33, atom 24 (H): 0.35, atom 25 (H): 0.11, atom 26 (H): 0.48, atom 27 (H): 0.26, atom 28 (H): 0.44, atom 29 (H): 0.46, atom 30 (O): -0.58, atom 31 (C): 0.74, atom 32 (N): -0.50, atom 33 (N): 0.52, atom 34 (C): -0.48, atom 35 (C): 0.53, atom 36 (C): -1.03, atom 37 (C): -0.31, atom 38 (C): -0.54, atom 39 (C): -0.24, atom 40 (H): -0.13, atom 41 (H): 0.41, atom 42 (H): 0.34, atom 43 (H): 0.27, atom 44 (H): 0.19


# 2
This record from OMol25 describes a structure of composition C14H14N2O3SSn in a non-equilibrium geometry. The level of theory is ωB97M-V/def2-TZVPD.

Geometry as XYZ:
```
35
Properties=species:S:1:pos:R:3:forces:R:3
C -1.7871 -4.1340 -0.9679 -0.5 0.5 0.4
C -2.1319 -3.3079 -2.0610 -0.1 0.7 0.5
C -2.3291 -1.9730 -1.5798 0.1 -0.9 -0.5
C -2.1109 -1.9957 -0.1230 0.2 -1.3 0.4
C -1.7901 -3.3700 0.2183 -0.6 0.8 -0.5
Sn -0.0990 -1.2963 -0.9818 1.6 -1.3 1.2
N 1.4010 -2.5826 -0.1421 -0.3 0.3 -0.1
C 2.4178 -2.3336 -1.1881 -0.2 -0.1 0.2
C 1.6692 -1.5268 -2.2665 0.0 0.3 -0.1
H -2.7759 -1.1386 -2.1149 0.1 -0.2 0.1
H -2.3180 -3.6452 -3.0790 0.3 0.2 0.2
H -2.4287 -1.2069 0.5622 0.1 -0.3 -0.2
H -1.6817 -3.7452 1.2381 0.3 0.2 -0.5
H -1.6215 -5.2130 -1.0190 0.1 0.5 0.0
H 1.3900 -2.0933 -3.1526 0.1 0.2 -0.2
H 3.3245 -1.8013 -0.8289 -0.6 0.1 -0.1
H 1.7450 -2.2775 0.7660 -0.3 -0.2 -0.1
H 2.0705 -0.5342 -2.4725 0.1 -0.2 -0.4
H 2.8042 -3.3026 -1.5509 -0.3 0.3 -0.3
O -2.2421 3.2359 -0.7453 0.7 -0.3 -0.1
S -0.8381 2.9154 -0.7740 0.3 -0.8 0.4
O -0.0124 3.3854 -1.8569 -0.5 -0.3 0.5
N -0.5864 1.2334 -0.5476 0.0 0.1 0.0
C 0.0056 0.9634 0.6060 0.0 -1.5 -0.6
O 0.3537 -0.2730 0.8671 -0.8 2.6 -0.3
C 0.2946 2.1253 1.4497 0.6 0.7 0.8
C 0.9814 2.1848 2.6756 -0.3 -0.1 -0.5
C 1.2676 3.4386 3.2236 -0.2 0.2 -0.2
C 0.8703 4.6226 2.5674 -0.2 -0.6 -0.3
C 0.1878 4.5530 1.3386 0.0 -0.3 0.2
C -0.0804 3.2916 0.8012 0.2 0.8 0.5
H 1.2681 1.2466 3.1550 0.0 0.4 -0.1
H 1.8097 3.5126 4.1707 -0.2 -0.1 -0.4
H 1.0986 5.5958 3.0100 -0.1 -0.4 -0.2
H -0.1264 5.4463 0.8024 0.1 -0.1 0.2
```
Positions in Å, forces in eV/Å.

For the gap between HOMO and LUMO, the calculation gives 7.6 eV. For the total energy, the calculation gives -1489.50281 Ha. As for the spin multiplicity: 1. Its HOMO energy is -8.0 eV.

Electronic structure analysis, Mulliken charges in units of e: atom 1 (C): -0.32, atom 2 (C): -0.72, atom 3 (C): -0.61, atom 4 (C): -0.25, atom 5 (C): -0.69, atom 6 (Sn): 1.20, atom 7 (N): -0.72, atom 8 (C): -0.25, atom 9 (C): -0.90, atom 10 (H): 0.58, atom 11 (H): 0.42, atom 12 (H): 0.64, atom 13 (H): 0.38, atom 14 (H): 0.42, atom 15 (H): 0.31, atom 16 (H): 0.29, atom 17 (H): 0.24, atom 18 (H): 0.34, atom 19 (H): 0.23, atom 20 (O): -0.62, atom 21 (S): 1.06, atom 22 (O): -0.61, atom 23 (N): -0.59, atom 24 (C): 1.18, atom 25 (O): -0.78, atom 26 (C): -0.02, atom 27 (C): -0.50, atom 28 (C): -0.53, atom 29 (C): -0.45, atom 30 (C): -0.50, atom 31 (C): 0.16, atom 32 (H): 0.45, atom 33 (H): 0.37, atom 34 (H): 0.38, atom 35 (H): 0.41


# 3
This record from OMol25 describes a structure of composition C5H12NS in a non-equilibrium geometry. The level of theory is ωB97M-V/def2-TZVPD.

Geometry as XYZ:
```
19
Properties=species:S:1:pos:R:3:forces:R:3
C -0.9472 0.4804 0.2441 1.0 -0.3 -0.8
C -1.7539 -0.6486 -0.4611 -0.4 0.4 0.3
S -3.5876 -0.5433 -0.1477 0.5 0.0 0.2
C 0.6225 0.5544 0.0240 -3.0 0.9 1.4
N 1.4065 -0.2015 0.9739 2.8 2.4 -0.3
C 2.8551 -0.0766 0.4630 -1.0 -1.7 -1.7
C 4.2374 0.6360 -0.7089 0.8 3.5 -0.1
H -1.1834 0.6734 1.2908 0.0 -0.7 0.3
H -1.2664 1.4047 -0.1884 -0.6 0.7 -0.6
H -1.3798 -1.6465 -0.1456 -0.1 0.5 -0.5
H -1.7056 -0.4716 -1.5626 0.6 -0.5 0.7
H 0.8104 1.6473 0.0955 0.4 -0.4 -0.2
H 0.8827 0.2187 -0.9529 0.1 -0.4 -1.0
H 1.3285 0.2495 1.9209 0.0 -0.3 -1.1
H 3.5822 -0.3737 1.2209 -0.1 -0.8 -1.1
H 2.8191 0.2631 -0.8972 0.0 -3.2 3.3
H 4.0129 1.7028 -0.9009 0.7 -0.1 0.1
H 5.0575 0.5549 0.0487 -0.8 -0.1 -1.0
H 4.5157 0.2073 -1.7507 -1.0 -0.1 2.1
```
Positions in Å, forces in eV/Å.

For the gap between HOMO and LUMO, the calculation gives 4.7 eV. As for the net charge: -1. For the total energy, the calculation gives -650.38216 Ha. As for the spin multiplicity: 1. Its HOMO energy is -2.2 eV.

Electronic structure analysis, Mulliken charges in units of e: atom 1 (C): -0.70, atom 2 (C): -0.69, atom 3 (S): -0.72, atom 4 (C): -0.77, atom 5 (N): -0.23, atom 6 (C): -0.30, atom 7 (C): -0.93, atom 8 (H): 0.37, atom 9 (H): 0.30, atom 10 (H): 0.25, atom 11 (H): 0.16, atom 12 (H): 0.24, atom 13 (H): 0.58, atom 14 (H): 0.27, atom 15 (H): 0.28, atom 16 (H): 0.09, atom 17 (H): 0.25, atom 18 (H): 0.32, atom 19 (H): 0.25


# 4
This record from OMol25 describes a cluster of 2 separate species, C3H7N3O in total in a non-equilibrium geometry. The level of theory is ωB97M-V/def2-TZVPD.

Geometry as XYZ:
```
14
Properties=species:S:1:pos:R:3:forces:R:3
H -2.1113 -1.5228 1.1455 0.3 -0.6 -0.9
N -1.9054 -0.7358 0.5324 0.9 1.4 0.0
C -0.6692 -0.4549 0.4852 -0.6 2.6 2.9
C 0.4351 -1.2681 1.0978 0.2 -0.2 -0.8
N -0.3643 1.0918 0.3009 -1.3 -2.6 -1.8
H 0.1327 -1.6506 2.0753 0.1 0.4 0.0
H 0.5850 -2.1433 0.4611 0.1 0.1 0.0
H 1.3777 -0.7202 1.1082 -0.1 -0.1 0.3
H -1.2462 1.5769 0.1616 0.4 0.1 0.3
H 0.4719 1.6369 0.4685 -0.2 -0.5 0.8
N 0.7545 1.9164 -2.0771 0.2 1.7 0.4
C 0.4802 0.8696 -1.5120 0.5 -5.4 -0.9
O 0.5357 -0.3712 -1.5142 -0.1 3.0 -0.1
H 1.5238 1.7754 -2.7331 -0.4 0.1 -0.1
```
Positions in Å, forces in eV/Å.

For the gap between HOMO and LUMO, the calculation gives 10.6 eV. The SMILES is [H]/N=C(\C)N.N=C=O. For the total energy, the calculation gives -357.93949 Ha. As for the spin multiplicity: 1. Its HOMO energy is -9.8 eV.

Electronic structure analysis, Mulliken charges in units of e: atom 1 (H): 0.27, atom 2 (N): -0.73, atom 3 (C): 0.79, atom 4 (C): -1.06, atom 5 (N): -0.60, atom 6 (H): 0.38, atom 7 (H): 0.29, atom 8 (H): 0.28, atom 9 (H): 0.30, atom 10 (H): 0.30, atom 11 (N): -0.64, atom 12 (C): 0.66, atom 13 (O): -0.54, atom 14 (H): 0.29


# 5
This record from OMol25 describes an isolated molecule of C4H6N2 in a non-equilibrium geometry. The level of theory is ωB97M-V/def2-TZVPD.

Geometry as XYZ:
```
12
Properties=species:S:1:pos:R:3:forces:R:3
N -0.0258 0.2702 -1.6697 -0.5 -0.1 0.4
C 1.2510 -0.0521 -1.5647 -1.0 0.0 0.3
C 1.2802 -0.7526 -0.2090 0.2 0.0 0.0
N -0.0213 -0.5986 0.4651 0.2 -0.2 0.2
C -0.9105 -0.0251 -0.4913 0.1 0.0 -0.2
C -0.4750 0.7739 0.6816 0.1 0.2 0.2
H 1.4625 -1.8227 -0.3835 0.0 0.2 0.0
H 2.0702 -0.3939 0.4577 0.0 0.0 -0.3
H -1.9147 -0.4524 -0.6147 0.5 0.3 -0.4
H -0.4322 0.7879 -2.4399 0.3 -0.2 0.0
H 0.1608 1.6169 0.4093 0.1 -0.2 0.2
H -1.0407 0.9036 1.6023 -0.2 0.0 -0.4
```
Positions in Å, forces in eV/Å.

For the gap between HOMO and LUMO, the calculation gives 9.6 eV. For the total energy, the calculation gives -265.41195 Ha. As for the spin multiplicity: 1. Its HOMO energy is -8.5 eV.

Electronic structure analysis, Mulliken charges in units of e: atom 1 (N): -0.06, atom 2 (C): -0.31, atom 3 (C): -0.25, atom 4 (N): -0.37, atom 5 (C): -0.10, atom 6 (C): -0.43, atom 7 (H): 0.25, atom 8 (H): 0.28, atom 9 (H): 0.32, atom 10 (H): 0.18, atom 11 (H): 0.23, atom 12 (H): 0.26


# 6
This record from OMol25 describes a structure of composition C8H12CsO5 in a non-equilibrium geometry. The level of theory is ωB97M-V/def2-TZVPD.

Geometry as XYZ:
```
26
Properties=species:S:1:pos:R:3:forces:R:3
O -2.0889 0.7903 1.0023 1.9 0.7 -0.9
C 0.9213 4.7759 2.7781 0.4 -0.2 0.2
C 1.2992 3.7002 3.4712 -0.4 0.2 -0.2
C -2.6241 -0.3807 1.2565 -3.2 -0.1 1.0
O -2.0276 -1.4688 0.8137 0.7 0.2 -0.3
O -3.7029 -0.4695 1.8145 0.5 -0.1 -0.1
Cs -8.4967 2.0104 4.4872 0.0 -0.1 0.0
H 0.6067 5.6954 3.2764 -0.1 -0.3 -0.1
H 0.9911 4.8047 1.6879 0.0 0.0 0.3
H 1.6769 2.8045 2.9721 -0.1 0.3 0.2
H 1.1806 3.6517 4.5565 0.2 0.1 -0.3
C -0.6873 -1.4351 0.4210 0.5 0.0 -0.3
C -0.2986 -1.8675 -0.7734 -0.3 0.2 0.4
C 1.1574 -2.0010 -1.1096 0.1 -0.1 0.1
C 1.5983 -1.2911 -2.3829 0.4 0.2 0.0
O 1.2097 -2.0306 -3.5472 -0.7 0.1 0.0
C 2.1660 -2.6066 -4.2234 0.7 0.0 0.1
O 1.5838 -3.2037 -5.2408 -0.4 -0.1 -0.2
H -0.0090 -1.1028 1.2105 -0.2 -0.1 -0.3
H -1.0491 -2.1427 -1.5191 0.2 0.0 0.2
H -2.6707 1.5429 1.1937 -0.1 -0.7 0.3
H 1.4141 -3.0677 -1.2080 0.0 0.3 0.0
H 1.7617 -1.6074 -0.2804 -0.1 -0.1 -0.1
H 2.6897 -1.1828 -2.3953 -0.2 0.0 0.0
H 1.1372 -0.2997 -2.4735 0.1 -0.2 0.0
H 2.2612 -3.6181 -5.7878 0.1 0.1 0.2
```
Positions in Å, forces in eV/Å.

For the gap between HOMO and LUMO, the calculation gives 6.3 eV. As for the net charge: +1. For the total energy, the calculation gives -708.06038 Ha. As for the spin multiplicity: 1. Its HOMO energy is -10.3 eV.

Electronic structure analysis, Mulliken charges in units of e: atom 1 (O): -0.42, atom 2 (C): -0.45, atom 3 (C): -0.44, atom 4 (C): 0.71, atom 5 (O): -0.29, atom 6 (O): -0.62, atom 7 (Cs): 1.00, atom 8 (H): 0.23, atom 9 (H): 0.22, atom 10 (H): 0.21, atom 11 (H): 0.23, atom 12 (C): -0.42, atom 13 (C): -0.08, atom 14 (C): -0.39, atom 15 (C): -0.49, atom 16 (O): -0.16, atom 17 (C): -0.41, atom 18 (O): -0.32, atom 19 (H): 0.32, atom 20 (H): 0.37, atom 21 (H): 0.34, atom 22 (H): 0.27, atom 23 (H): 0.33, atom 24 (H): 0.44, atom 25 (H): 0.36, atom 26 (H): 0.47


# 7
This record from OMol25 describes an isolated molecule of C4H8O2 in a non-equilibrium geometry. The level of theory is ωB97M-V/def2-TZVPD.

Geometry as XYZ:
```
14
Properties=species:S:1:pos:R:3:forces:R:3
O 1.1036 -0.5488 -1.7204 3.0 -0.8 -2.8
C 0.7721 -1.3363 -0.6172 1.0 2.4 2.3
C -0.5776 -0.7419 -0.2169 0.1 -1.7 -0.5
C -0.5295 0.7270 0.0673 -0.9 0.3 3.8
C -1.2033 1.1094 1.4555 1.7 1.8 -3.4
O 0.2639 1.0569 1.2462 -2.0 -0.1 0.0
H 1.9401 -0.9095 -2.2107 -2.4 1.0 1.5
H 0.9164 -2.3745 -0.7563 -0.8 -1.3 -0.5
H 1.4719 -1.1042 0.2315 -0.3 -0.1 -0.5
H -1.0284 -1.3213 0.6034 0.2 0.4 -0.1
H -1.1846 -0.9278 -1.0899 -0.7 0.1 -0.3
H -0.4547 1.4754 -0.7261 -0.2 -0.4 0.2
H -1.6984 0.4207 2.1065 0.3 -0.8 0.1
H -1.6730 2.1275 1.5033 0.9 -0.8 0.0
```
Positions in Å, forces in eV/Å.

For the gap between HOMO and LUMO, the calculation gives 10.8 eV. The SMILES is OCC[C@H]1CO1. For the total energy, the calculation gives -307.60395 Ha. As for the spin multiplicity: 1. Its HOMO energy is -10.0 eV.

Electronic structure analysis, Mulliken charges in units of e: atom 1 (O): -0.52, atom 2 (C): -0.52, atom 3 (C): -0.79, atom 4 (C): 0.15, atom 5 (C): -0.45, atom 6 (O): -0.38, atom 7 (H): 0.30, atom 8 (H): 0.45, atom 9 (H): 0.23, atom 10 (H): 0.34, atom 11 (H): 0.30, atom 12 (H): 0.41, atom 13 (H): 0.26, atom 14 (H): 0.23